# 1
{
  "formula": "C24H35N5O3",
  "method": "ωB97M-V with the def2-TZVPD basis set",
  "e_lumo_ev": 0.721,
  "spin_multiplicity": 1,
  "largest_force_ev_per_a": 1.384,
  "elements": ["O", "O", "O", "N", "N", "N", "N", "N", "C", "C", "C", "C", "C", "C", "C", "C", "C", "C", "C", "C", "C", "C", "C", "C", "C", "C", "C", "C", "C", "C", "C", "C", "H", "H", "H", "H", "H", "H", "H", "H", "H", "H", "H", "H", "H", "H", "H", "H", "H", "H", "H", "H", "H", "H", "H", "H", "H", "H", "H", "H", "H", "H", "H", "H", "H", "H", "H"],
  "coordinates": [[1.12, 0.79, -2.59], [-0.76, 3.20, -2.60], [-6.49, -1.80, -1.73], [-1.33, 1.92, -0.90], [0.55, 3.33, -0.69], [-1.90, 2.52, -2.97], [1.39, -1.83, 1.85], [1.25, -0.28, -0.63], [-3.64, 0.17, -0.75], [3.24, -1.30, 4.04], [1.59, 0.70, -1.47], [1.63, 3.97, -1.42], [-7.32, -2.05, -2.84], [-0.56, -1.62, 0.31], [2.64, 1.70, -0.96], [0.27, -2.52, 1.22], [3.67, -2.10, 2.81], [0.94, 2.73, 0.57], [4.40, -1.25, 1.78], [2.10, -0.35, 3.70], [-5.47, -0.91, -1.87], [-5.16, -0.22, -3.03], [-4.69, -0.71, -0.72], [0.95, -1.12, 3.05], [2.67, 2.93, -1.88], [2.44, -2.78, 2.20], [2.36, 2.16, 0.48], [0.20, -1.22, -0.95], [-3.32, 0.86, -1.92], [-2.20, 1.77, -1.95], [-4.10, 0.66, -3.05], [-0.48, 2.79, -1.36], [0.53, -1.83, 3.78], [-3.04, 0.34, 0.13], [3.74, -0.52, 1.33], [4.09, -0.73, 4.44], [2.45, 0.43, 3.03], [-0.87, -0.71, 0.83], [5.24, -0.73, 2.24], [-0.47, -0.72, -1.66], [3.66, 3.38, -1.89], [2.08, 4.69, -0.74], [2.91, -1.99, 4.82], [1.73, 0.13, 4.60], [1.68, -0.44, 0.27], [-5.75, -0.36, -3.93], [-1.46, -2.16, 0.02], [4.79, -1.88, 0.99], [-8.06, -2.78, -2.51], [0.21, 1.94, 0.78], [-0.38, -2.98, 1.98], [0.16, -0.42, 2.76], [-3.85, 1.20, -3.95], [2.43, 2.59, -2.89], [0.88, 3.49, 1.36], [2.74, -3.30, 1.29], [-6.76, -2.47, -3.68], [4.35, -2.89, 3.14], [2.47, 1.35, 1.19], [0.68, -3.33, 0.60], [1.21, 4.50, -2.27], [3.61, 1.19, -1.00], [0.61, -2.11, -1.44], [-4.95, -1.25, 0.17], [-7.83, -1.14, -3.17], [3.09, 2.93, 0.74], [2.06, -3.54, 2.92]],
  "lowdin_charge": [0.07, 0.05, -0.09, 0.21, -0.04, 0.14, -0.18, 0.10, -0.03, -0.17, -0.47, -0.12, -0.09, -0.16, -0.21, -0.20, -0.35, -0.13, -0.05, -0.17, -0.27, -0.01, 0.00, -0.19, -0.11, -0.17, -0.12, -0.17, -0.17, -0.32, -0.01, -0.40, 0.13, 0.10, 0.05, 0.11, 0.09, 0.09, 0.08, 0.11, 0.12, 0.13, 0.12, 0.11, 0.10, 0.10, 0.11, 0.08, 0.09, 0.11, 0.12, 0.12, 0.11, 0.11, 0.13, 0.12, 0.10, 0.14, 0.07, 0.12, 0.13, 0.15, 0.13, 0.12, 0.10, 0.12, 0.13]
}

# 2
{
  "formula": "C24H35N8OS2V",
  "method": "ωB97M-V with the def2-TZVPD basis set",
  "e_lumo_ev": [-11.140, -10.567],
  "spin_multiplicity": 2,
  "charge": 3,
  "largest_force_ev_per_a": 0.530,
  "elements": ["V", "S", "S", "O", "N", "N", "N", "N", "N", "N", "N", "N", "C", "C", "C", "C", "C", "C", "C", "C", "C", "C", "C", "C", "C", "C", "C", "C", "C", "C", "C", "C", "C", "C", "C", "C", "H", "H", "H", "H", "H", "H", "H", "H", "H", "H", "H", "H", "H", "H", "H", "H", "H", "H", "H", "H", "H", "H", "H", "H", "H", "H", "H", "H", "H", "H", "H", "H", "H", "H", "H"],
  "coordinates": [[-0.55, 0.65, -0.41], [-3.64, -0.23, -0.28], [-1.42, 1.84, -2.12], [-2.18, 0.04, 0.30], [-1.11, 2.89, 0.37], [0.33, -2.56, -0.38], [0.50, -0.88, 1.00], [0.10, -1.32, -0.20], [-3.06, 3.43, -0.70], [1.49, 0.81, -1.19], [0.12, 2.30, 0.16], [0.90, -2.97, 0.74], [2.15, -0.09, -1.92], [2.76, 6.26, -0.40], [3.53, 2.03, -0.87], [-3.77, -2.37, -2.01], [1.37, -4.37, 0.90], [1.02, -1.94, 1.59], [2.17, 1.89, -0.72], [1.25, 6.23, 1.50], [1.28, 2.87, -0.07], [2.15, 6.90, 0.68], [1.57, 4.24, 0.18], [3.51, 0.02, -2.17], [-4.69, 0.11, 1.14], [3.76, -3.75, 1.48], [2.49, 4.93, -0.65], [-1.88, 2.83, -0.73], [2.85, -4.52, 0.53], [-2.47, -2.03, -2.73], [0.94, 4.91, 1.24], [3.11, -4.17, -0.92], [-3.74, -2.02, -0.52], [-4.14, -0.27, 2.51], [4.22, 1.07, -1.62], [-3.92, -1.75, 2.76], [0.80, 6.74, 2.34], [2.97, -3.10, -1.10], [4.80, -3.99, 1.28], [4.00, -0.72, -2.79], [-3.68, -1.92, 3.81], [3.44, 6.81, -1.05], [3.03, -5.59, 0.67], [-3.09, -2.15, 2.17], [-3.27, 4.07, 0.06], [1.58, -0.92, -2.31], [-2.88, -2.45, 0.00], [-4.65, -2.34, -0.01], [4.14, -4.40, -1.19], [0.73, -4.97, 0.26], [-3.23, 0.30, 2.70], [-4.88, 1.18, 1.07], [-2.54, -2.29, -3.79], [5.29, 1.16, -1.77], [-4.88, 0.12, 3.22], [4.05, 2.86, -0.42], [-2.26, -0.95, -2.69], [2.46, -4.72, -1.61], [1.18, -4.64, 1.94], [0.26, 4.38, 1.89], [1.44, -1.99, 2.58], [3.66, -2.67, 1.35], [-4.62, -1.87, -2.49], [-3.65, 3.44, -1.52], [-1.63, -2.57, -2.30], [2.38, 7.94, 0.87], [-5.62, -0.41, 0.89], [-3.97, -3.44, -2.08], [3.57, -3.99, 2.53], [2.94, 4.45, -1.50], [-4.82, -2.34, 2.54]],
  "lowdin_spin": [1.17, 0.00, -0.08, 0.00, -0.06, 0.00, 0.00, 0.00, -0.01, -0.01, -0.04, 0.00, 0.00, 0.00, 0.00, 0.00, 0.00, 0.00, 0.00, 0.00, 0.00, 0.01, 0.00, 0.00, 0.00, 0.00, 0.00, -0.01, 0.00, 0.00, 0.00, 0.00, 0.00, 0.00, 0.00, 0.00, 0.00, 0.00, 0.00, 0.00, 0.00, 0.00, 0.00, 0.00, 0.00, 0.00, 0.00, 0.00, 0.00, 0.00, 0.00, 0.00, 0.00, 0.00, 0.00, 0.00, 0.00, 0.00, 0.00, 0.00, 0.00, 0.00, 0.00, 0.00, 0.00, 0.00, 0.00, 0.00, 0.00, 0.00, 0.00]
}

# 3
{
  "formula": "C24H36AlBrF5O16",
  "method": "ωB97M-V with the def2-TZVPD basis set",
  "e_lumo_ev": 1.993,
  "spin_multiplicity": 1,
  "charge": -1,
  "largest_force_ev_per_a": 0.449,
  "elements": ["Br", "Al", "F", "F", "F", "F", "F", "O", "O", "O", "O", "O", "O", "O", "O", "O", "O", "O", "O", "O", "O", "O", "O", "C", "C", "C", "C", "C", "C", "C", "C", "C", "C", "C", "C", "C", "C", "C", "C", "C", "C", "C", "C", "C", "C", "C", "C", "H", "H", "H", "H", "H", "H", "H", "H", "H", "H", "H", "H", "H", "H", "H", "H", "H", "H", "H", "H", "H", "H", "H", "H", "H", "H", "H", "H", "H", "H", "H", "H", "H", "H", "H", "H"],
  "coordinates": [[-0.61, -4.97, -1.12], [-1.07, -0.04, -1.10], [4.50, 2.93, 7.65], [-4.50, -2.63, 2.69], [0.37, 3.18, 0.75], [-3.80, -6.35, -5.04], [-1.56, 6.98, 2.43], [-3.19, 4.99, 6.04], [7.44, 3.45, 5.93], [3.53, -1.25, -1.53], [-1.92, 4.16, 4.38], [-2.30, 6.34, 4.47], [-3.64, -3.43, -6.86], [-4.49, -2.31, 0.45], [3.28, 2.06, 2.21], [3.38, 3.45, 3.98], [6.67, 3.41, 8.01], [-5.11, -2.53, -1.70], [-6.62, -2.72, -0.03], [8.90, 3.45, 7.65], [-1.85, -3.88, -8.14], [-2.43, -5.25, -6.45], [1.83, 3.72, 2.37], [-5.18, -2.08, 1.65], [2.88, 3.10, 2.95], [1.68, 3.22, 1.04], [2.34, 1.85, 1.14], [1.29, -0.91, -3.37], [-6.51, -2.78, 1.39], [-4.36, -4.17, -5.88], [3.24, -1.99, -0.37], [5.54, 3.67, 7.20], [-1.40, 4.69, 3.16], [0.54, 0.99, -1.77], [-3.30, -5.12, -5.34], [-1.99, -1.19, -2.51], [1.18, 0.61, -3.11], [-2.56, -4.15, -7.25], [-1.80, -3.42, -1.31], [2.66, -1.42, -3.82], [-2.54, 5.14, 5.06], [7.79, 3.43, 7.23], [-5.38, -2.53, -0.55], [6.03, 3.24, 5.82], [-1.66, -2.69, -2.63], [3.49, -2.05, -2.71], [-1.30, 6.17, 3.49], [-2.76, -4.75, -4.48], [0.99, -1.45, -2.46], [2.86, 1.54, 0.24], [-1.84, -0.74, -3.50], [3.78, -2.95, -0.34], [-0.45, 4.23, 2.92], [2.54, -2.23, -4.56], [2.17, 3.91, 0.35], [1.32, 0.85, -1.01], [4.53, -2.22, -3.03], [-7.37, -2.31, 1.85], [5.62, 3.82, 5.00], [-2.79, -3.87, -1.15], [5.28, 4.72, 7.29], [-0.34, 6.47, 3.92], [-0.54, -0.96, 0.18], [-6.43, -3.83, 1.71], [0.30, 2.07, -1.77], [3.05, -3.03, -2.46], [2.18, 1.05, -3.22], [1.60, 1.11, 1.43], [-1.55, -2.76, -0.48], [-2.20, 1.02, -0.52], [3.22, -0.62, -4.32], [-0.64, -2.83, -3.01], [2.16, -2.18, -0.28], [-5.25, -1.01, 1.82], [-4.78, -3.50, -5.13], [-2.11, 4.54, 2.35], [-2.32, -3.19, -3.36], [-3.07, -1.10, -2.29], [3.57, -1.40, 0.50], [0.55, -1.20, -4.13], [5.82, 2.18, 5.67], [-5.15, -4.75, -6.37], [0.57, 1.04, -3.92]],
  "lowdin_charge": [0.54, 0.25, 0.08, 0.08, 0.08, 0.07, 0.07, 0.18, 0.07, -0.20, 0.08, 0.13, 0.07, 0.13, 0.08, 0.16, 0.13, 0.18, 0.07, 0.18, 0.18, 0.13, 0.11, -0.31, -0.56, -0.30, -0.03, -0.22, -0.05, -0.04, -0.12, -0.31, -0.03, -0.31, -0.30, -0.29, -0.28, -0.56, -0.63, -0.18, -0.56, -0.56, -0.55, -0.05, -0.37, -0.24, -0.31, 0.15, 0.09, 0.13, 0.05, 0.08, 0.11, 0.11, 0.18, 0.00, 0.12, 0.14, 0.12, 0.03, 0.17, 0.17, -0.08, 0.14, 0.03, 0.12, 0.09, 0.15, -0.01, -0.11, 0.11, 0.06, 0.08, 0.18, 0.14, 0.15, 0.07, 0.02, 0.08, 0.10, 0.15, 0.14, 0.10]
}

# 4
{
  "formula": "C24H36AuOPS6",
  "method": "ωB97M-V with the def2-TZVPD basis set",
  "e_lumo_ev": -8.352,
  "spin_multiplicity": 1,
  "charge": 2,
  "largest_force_ev_per_a": 0.974,
  "elements": ["Au", "S", "S", "S", "S", "S", "S", "P", "O", "C", "C", "C", "C", "C", "C", "C", "C", "C", "C", "C", "C", "C", "C", "C", "C", "C", "C", "C", "C", "C", "C", "C", "C", "H", "H", "H", "H", "H", "H", "H", "H", "H", "H", "H", "H", "H", "H", "H", "H", "H", "H", "H", "H", "H", "H", "H", "H", "H", "H", "H", "H", "H", "H", "H", "H", "H", "H", "H", "H"],
  "coordinates": [[-0.55, 0.45, 1.44], [-0.02, 1.22, -0.66], [-2.24, 2.22, 1.86], [-2.65, -1.19, 1.51], [-0.53, 0.12, 3.85], [-2.98, -0.24, -1.45], [2.69, 0.29, 0.93], [-1.33, 0.50, -2.16], [1.42, -0.27, 1.64], [-1.10, 4.19, -3.93], [-3.99, -0.03, 1.91], [-1.94, -0.96, 4.25], [1.36, -1.19, -4.69], [-1.81, 3.96, -5.10], [2.67, -1.77, -0.94], [5.03, -1.47, 3.23], [-1.51, 1.93, -3.24], [-0.79, -2.04, -3.14], [-0.95, 3.18, -3.00], [3.79, 0.62, 2.31], [-2.31, -1.92, 3.13], [-2.37, 2.71, -5.34], [3.49, -1.11, 0.17], [-2.22, 1.69, -4.42], [-2.35, 2.25, 3.68], [-0.10, -2.95, -3.92], [1.65, -2.78, -0.42], [0.97, -2.53, -4.70], [0.67, -0.28, -3.91], [-0.41, -0.71, -3.13], [3.89, -0.46, 3.40], [-1.09, 1.76, 4.36], [-3.76, 1.40, 1.40], [-2.78, -0.33, 4.54], [-1.22, 1.74, 5.45], [5.45, -1.73, 4.20], [-4.17, -0.07, 2.98], [-1.63, -2.36, -2.54], [3.37, -2.26, -1.61], [-0.24, 2.41, 4.14], [-2.66, 0.72, -4.61], [2.19, -0.86, -5.30], [0.98, -3.08, -1.22], [-1.93, 4.75, -5.82], [3.76, -1.81, 0.96], [1.50, -3.24, -5.32], [-0.41, 3.38, -2.08], [-1.64, -1.53, 5.13], [1.05, -2.37, 0.39], [4.70, -2.40, 2.77], [2.15, -3.67, -0.05], [5.84, -1.07, 2.63], [-0.67, 5.17, -3.75], [-2.52, 3.29, 3.96], [-4.89, -0.40, 1.41], [-3.72, 1.41, 0.31], [2.17, -0.99, -1.53], [-1.49, -2.62, 2.94], [4.01, 0.07, 4.34], [-4.58, 2.05, 1.72], [-3.17, -2.51, 3.44], [0.95, 0.77, -3.93], [2.92, -0.97, 3.47], [-2.92, 2.53, -6.25], [3.42, 1.56, 2.71], [4.76, 0.83, 1.83], [-0.40, -3.99, -3.94], [4.40, -0.66, -0.23], [-3.23, 1.68, 3.96]],
  "lowdin_charge": [0.52, 0.36, 0.92, 0.81, 0.93, 0.33, 0.98, 0.20, -0.72, -0.06, -0.46, -0.44, -0.06, -0.05, -0.26, -0.09, -0.41, -0.11, -0.11, -0.33, -0.49, -0.05, -0.32, -0.08, -0.44, -0.06, -0.08, -0.05, -0.09, -0.41, -0.26, -0.47, -0.51, 0.07, 0.11, 0.08, 0.07, 0.07, 0.12, 0.09, 0.12, 0.12, 0.06, 0.12, 0.09, 0.12, 0.06, 0.10, 0.05, 0.07, 0.09, 0.08, 0.11, 0.10, 0.10, 0.01, 0.08, 0.09, 0.11, 0.11, 0.10, 0.12, 0.09, 0.12, 0.09, 0.11, 0.12, 0.12, 0.08]
}